Entry 1:
{
  "formula": "C62H39Cl4N4SiTi",
  "method": "ωB97M-V/def2-TZVPD",
  "homo_lumo_gap_ev": [5.2314, 5.5568],
  "lumo_ev": [2.218, 1.117],
  "spin_multiplicity": 3,
  "charge": -1,
  "total_energy_ev": -151976.5283,
  "species": ["H", "N", "H", "C", "H", "C", "C", "C", "C", "C", "H", "C", "Si", "N", "H", "C", "H", "H", "C", "Cl", "C", "H", "C", "H", "C", "H", "C", "C", "C", "H", "C", "C", "C", "Cl", "C", "C", "C", "C", "H", "C", "C", "H", "H", "C", "C", "C", "H", "C", "C", "H", "C", "C", "C", "H", "H", "H", "H", "N", "H", "C", "C", "H", "C", "C", "H", "C", "C", "C", "H", "H", "C", "C", "Cl", "H", "H", "C", "N", "C", "C", "C", "H", "C", "C", "H", "C", "C", "C", "C", "C", "H", "C", "C", "C", "C", "C", "C", "H", "H", "H", "H", "H", "Cl", "H", "H", "C", "H", "C", "H", "C", "C", "Ti"],
  "coordinates": [[4.279, -3.733, 0.861], [-0.037, 2.004, -0.437], [-0.287, -5.458, 4.176], [-2.882, 1.135, -0.497], [3.298, 3.736, 2.592], [-4.976, 5.189, 0.460], [-2.392, 2.793, 4.308], [-4.238, -0.642, -0.754], [-4.530, -4.911, -2.542], [-1.297, 2.079, 3.831], [-2.013, -3.830, 4.886], [-5.279, -4.953, -0.251], [0.004, -0.001, 2.269], [1.986, -0.009, -0.628], [-5.422, 5.676, 1.318], [2.357, 2.415, -0.939], [1.336, 5.038, -0.511], [4.534, 3.782, 0.069], [-4.340, -3.979, 0.066], [6.361, -6.623, -2.430], [2.516, 0.138, 3.739], [-2.237, 3.662, 4.938], [-3.490, -3.461, -0.903], [-0.296, 2.404, 4.097], [2.809, -1.121, -0.756], [4.417, 0.199, 4.735], [2.781, 1.093, -0.922], [-3.680, 2.389, 3.985], [3.381, -3.498, -1.068], [5.978, 5.395, -1.142], [-4.235, 0.720, -0.671], [1.062, 2.832, -0.616], [4.284, -4.055, -0.174], [-6.557, -6.614, -1.966], [1.070, -2.848, -0.512], [-0.220, -4.421, 3.865], [-4.052, 4.163, 0.622], [-2.461, 2.454, -0.331], [2.710, -3.494, -3.099], [-3.485, 3.533, -0.479], [-0.727, -4.199, -0.411], [-1.392, -5.046, -0.344], [2.159, 3.275, -3.437], [-3.862, 3.949, -1.755], [5.200, -5.018, -0.585], [-4.782, 4.971, -1.933], [1.737, -2.355, 2.033], [5.209, -5.421, -1.906], [0.663, 4.195, -0.462], [4.938, 2.501, 3.988], [0.631, -4.208, -0.445], [-2.887, -1.082, -0.622], [2.996, 3.744, -2.936], [4.981, -1.352, -1.237], [-5.082, 1.387, -0.717], [4.939, 1.304, -1.463], [-2.931, -0.310, 2.086], [-2.055, 0.020, -0.475], [-5.940, -5.356, 0.505], [-2.768, 0.562, 2.713], [1.895, 2.115, 2.545], [1.190, 2.667, 1.933], [-0.072, -1.740, 3.021], [3.411, -3.928, -2.396], [1.605, -4.699, 2.765], [-5.365, -5.406, -1.553], [-1.130, 2.851, -0.248], [-0.677, 4.206, -0.217], [-5.071, 5.294, -2.924], [-4.536, 2.946, 4.351], [2.395, -2.446, -0.675], [3.246, 3.420, -1.601], [5.900, 6.345, -3.817], [-2.930, -3.546, -2.964], [-3.419, 3.462, -2.615], [1.584, 0.809, 2.942], [-0.029, -2.004, -0.484], [4.004, 2.033, 3.700], [-3.595, -3.943, -2.207], [-1.150, -2.832, -0.461], [2.304, -0.871, 4.072], [4.320, -4.882, -2.824], [0.908, -2.673, 2.661], [-5.087, -1.294, -0.883], [4.115, 0.656, -1.212], [5.141, 4.925, -1.641], [-5.330, 5.583, -0.816], [4.324, 4.023, -0.967], [3.712, 0.741, 4.115], [-4.617, -5.274, -3.557], [-3.866, 1.267, 3.187], [3.804, 4.636, -3.625], [-1.119, -2.186, 3.831], [4.873, 5.221, -2.962], [4.135, -0.697, -1.095], [-2.469, -2.414, -0.592], [1.287, -5.065, -0.412], [4.344, -5.204, -3.857], [-4.259, -3.617, 1.085], [-1.889, -1.488, 4.140], [5.901, -5.451, 0.116], [-6.495, 6.867, -1.028], [3.613, 4.871, -4.663], [-3.762, 3.845, 1.616], [-1.193, -3.510, 4.252], [-1.308, 5.063, -0.037], [3.086, 2.723, 2.917], [-4.867, 0.945, 2.922], [-1.458, 0.950, 3.025], [0.839, -3.996, 3.073], [-0.028, -0.001, -0.272]],
  "forces_ev_per_angstrom": [[-0.025, 0.018, -0.028], [0.120, 0.657, 0.066], [0.010, 0.023, 0.008], [-0.001, -0.093, 0.085], [-0.010, -0.016, 0.008], [0.012, -0.023, 0.064], [0.005, -0.029, -0.005], [0.041, 0.009, -0.014], [0.023, 0.040, 0.010], [-0.033, -0.044, 0.019], [-0.004, 0.000, -0.030], [0.006, 0.043, 0.069], [-0.018, 0.014, 0.349], [0.220, -0.025, -0.088], [0.020, -0.003, -0.004], [-0.171, -0.261, -0.230], [-0.034, 0.000, -0.048], [-0.024, -0.018, -0.024], [-0.021, -0.017, 0.043], [-0.008, 0.003, 0.002], [0.012, 0.067, -0.003], [0.002, -0.002, -0.026], [0.049, -0.001, 0.128], [-0.034, 0.019, -0.003], [-0.064, -0.045, -0.001], [-0.005, 0.001, -0.020], [0.039, 0.115, 0.047], [0.006, 0.000, 0.013], [-0.011, 0.020, 0.066], [-0.008, -0.012, 0.003], [-0.006, -0.042, -0.009], [-0.131, 0.159, -0.084], [0.067, -0.043, 0.097], [0.024, -0.002, 0.008], [-0.166, -0.062, -0.127], [0.000, 0.021, 0.004], [-0.016, 0.016, 0.019], [0.063, -0.043, -0.191], [0.008, -0.014, 0.004], [0.062, -0.012, 0.105], [0.003, 0.040, -0.016], [0.021, 0.011, -0.037], [0.001, 0.016, -0.009], [-0.025, 0.024, 0.050], [0.016, -0.004, 0.059], [0.018, -0.039, 0.002], [-0.037, -0.040, 0.010], [-0.052, 0.043, -0.055], [0.016, -0.041, -0.010], [-0.016, -0.011, -0.007], [-0.015, -0.008, -0.018], [-0.074, 0.083, 0.085], [0.070, 0.026, 0.067], [-0.040, -0.012, -0.004], [0.002, -0.016, 0.003], [-0.030, -0.004, -0.010], [-0.018, 0.052, -0.047], [-0.269, 0.004, -0.023], [0.011, 0.007, -0.001], [0.020, 0.036, 0.044], [0.032, -0.020, 0.057], [0.022, 0.014, -0.025], [-0.048, -0.103, -0.105], [0.052, -0.030, 0.054], [-0.021, 0.009, -0.003], [-0.001, 0.032, -0.059], [0.072, 0.040, -0.226], [0.004, -0.017, 0.038], [-0.001, 0.000, 0.012], [0.020, -0.018, -0.002], [-0.049, 0.180, -0.228], [0.019, -0.010, 0.154], [-0.011, -0.006, 0.005], [-0.015, -0.012, -0.008], [-0.013, 0.015, 0.002], [0.076, 0.015, -0.075], [0.007, -0.625, 0.039], [-0.014, -0.009, -0.003], [-0.046, -0.022, 0.062], [0.006, -0.071, -0.112], [0.021, 0.012, 0.005], [-0.016, 0.011, 0.030], [-0.030, -0.009, 0.075], [-0.004, 0.020, -0.008], [0.029, -0.138, -0.031], [0.025, -0.005, 0.081], [-0.007, -0.038, -0.044], [0.076, 0.035, 0.101], [-0.039, -0.001, 0.000], [0.005, -0.010, 0.015], [0.018, -0.039, 0.004], [-0.008, -0.016, 0.049], [0.053, -0.039, 0.014], [-0.068, -0.036, -0.065], [0.076, 0.162, -0.023], [0.144, 0.030, -0.174], [-0.017, 0.013, -0.031], [0.003, -0.011, 0.018], [-0.004, -0.007, -0.021], [0.003, -0.040, 0.004], [-0.006, 0.010, 0.000], [0.018, -0.007, 0.001], [0.002, 0.018, 0.016], [-0.003, -0.010, 0.030], [0.019, 0.028, -0.005], [0.013, -0.015, -0.059], [-0.034, -0.005, 0.015], [0.020, 0.008, -0.003], [-0.046, 0.116, -0.111], [0.034, 0.055, 0.020], [0.032, -0.040, 0.153]],
  "mulliken_spin": [0.00, -0.02, 0.00, 0.07, 0.00, 0.00, 0.00, 0.03, 0.00, -0.01, 0.00, 0.00, -0.01, 0.02, 0.00, 0.03, 0.00, 0.00, 0.01, 0.00, 0.00, 0.00, 0.00, 0.00, 0.08, 0.00, 0.08, 0.00, 0.00, 0.00, 0.05, 0.13, 0.01, 0.00, 0.13, 0.00, 0.01, 0.10, 0.00, 0.00, 0.06, 0.01, 0.00, 0.01, 0.00, 0.00, 0.00, 0.00, 0.02, 0.00, 0.02, 0.09, 0.00, 0.01, 0.01, 0.01, 0.00, 0.01, 0.00, 0.00, 0.02, 0.00, 0.01, 0.00, 0.00, 0.00, 0.03, 0.07, 0.00, 0.00, 0.05, -0.01, 0.00, 0.00, 0.00, 0.00, 0.00, 0.00, 0.00, 0.06, 0.00, 0.00, 0.01, 0.01, 0.04, 0.00, 0.00, 0.01, 0.00, 0.00, 0.00, 0.00, 0.00, 0.00, 0.04, 0.07, 0.00, 0.00, 0.00, 0.00, 0.00, 0.00, 0.00, 0.00, 0.00, 0.01, 0.00, 0.00, 0.01, 0.00, 0.58]
}

---

Entry 2:
{
  "formula": "C62H41N7OPbS",
  "method": "ωB97M-V/def2-TZVPD",
  "homo_lumo_gap_ev": 4.5345,
  "lumo_ev": 4.106,
  "charge": -2,
  "total_energy_ev": -93516.7086,
  "species": ["C", "C", "N", "C", "H", "C", "C", "H", "C", "H", "H", "H", "H", "C", "C", "C", "N", "H", "H", "C", "C", "H", "C", "C", "C", "C", "C", "H", "C", "C", "H", "C", "C", "C", "C", "H", "O", "C", "C", "C", "C", "C", "C", "H", "H", "C", "C", "C", "H", "H", "C", "C", "C", "H", "H", "C", "C", "C", "H", "H", "H", "C", "C", "H", "H", "C", "C", "C", "H", "C", "C", "C", "C", "C", "H", "H", "H", "Pb", "H", "C", "H", "C", "C", "H", "N", "C", "C", "H", "N", "H", "H", "C", "N", "C", "H", "C", "C", "H", "C", "S", "H", "N", "C", "H", "H", "C", "H", "C", "C", "H", "N", "C", "H"],
  "coordinates": [[-2.987, 1.953, -3.008], [2.995, 3.725, -0.276], [1.161, -4.313, -0.967], [-6.727, -0.659, -4.612], [0.029, 5.943, -0.473], [2.411, -4.070, -1.402], [0.200, 4.720, -2.220], [0.660, 8.035, -1.623], [0.602, -1.560, 4.304], [3.393, -1.318, -5.844], [-3.007, -5.283, 5.689], [0.034, 0.840, 6.093], [-6.056, -0.054, -1.344], [4.261, 3.186, -2.326], [1.772, 1.296, 7.277], [-2.517, -2.385, 0.854], [2.101, -0.284, -2.928], [-2.344, -5.246, 0.805], [-2.269, -3.230, 4.558], [-4.288, -2.236, -0.578], [-5.875, -0.279, -2.389], [1.838, -6.020, 1.817], [-3.390, -0.275, -1.896], [-2.546, 0.914, -2.164], [0.266, 5.930, -1.531], [1.748, 1.126, 4.853], [3.505, -4.587, -0.736], [-3.913, 1.977, -3.565], [3.113, 1.419, 4.859], [-1.770, -2.844, 1.900], [-3.104, -7.312, 1.920], [2.806, 0.854, -2.747], [3.214, 2.848, -1.411], [0.492, 4.720, -3.584], [-3.846, -2.923, 0.474], [1.694, -1.911, -4.076], [0.136, -3.876, -1.633], [3.329, -5.330, 0.413], [-6.949, -0.415, -3.265], [0.912, 7.095, -3.538], [2.037, -5.506, 0.887], [3.257, -0.683, -4.978], [0.934, 1.874, 0.093], [-5.227, -2.386, -1.087], [3.864, 4.200, 0.175], [0.437, -0.374, 3.452], [-5.415, -0.760, -5.069], [0.554, -1.634, 1.296], [-3.333, -0.708, -4.545], [-0.054, -5.041, 0.509], [-2.916, -6.422, 2.511], [2.502, 1.648, -1.578], [0.847, 5.895, -4.235], [-3.427, -7.354, 4.382], [-7.962, -0.316, -2.891], [-0.046, 3.432, -1.505], [-1.046, 2.509, -2.044], [0.641, 3.226, -0.376], [1.177, -1.591, 5.219], [1.955, 3.361, 3.679], [4.178, -5.716, 0.960], [3.793, 1.261, -3.666], [1.563, 4.302, 1.721], [2.365, 4.986, 2.014], [0.136, 0.499, 1.367], [0.100, -2.616, 3.655], [3.795, 1.657, 6.045], [-4.353, -0.631, -4.188], [0.158, -3.636, 4.012], [-0.486, -2.228, 2.361], [1.019, 1.897, 2.526], [-2.855, -5.289, 4.616], [-3.281, -1.196, -0.898], [-2.037, 2.960, -2.924], [3.657, 1.788, 8.190], [-5.220, -0.943, -6.120], [-2.077, 3.933, -3.392], [-0.082, -1.071, -0.934], [5.317, 2.746, -4.126], [1.018, 0.849, 3.585], [4.813, 4.099, -2.128], [2.306, -1.015, -3.987], [1.094, 1.068, 6.084], [-7.559, -0.761, -5.298], [-0.274, -0.786, 2.316], [1.545, 3.133, 2.706], [-2.480, -5.261, 1.881], [1.189, 8.011, -4.046], [-1.354, 1.234, -1.584], [3.640, 1.433, 3.913], [2.463, -3.448, -2.284], [1.783, 3.876, 0.291], [-2.228, -1.353, -0.018], [-2.432, -4.131, 3.980], [0.620, 4.859, 1.781], [0.617, 7.107, -2.181], [3.127, 1.600, 7.264], [1.080, 5.868, -5.292], [3.996, 0.451, -4.799], [2.302, -1.767, 1.426], [1.236, 1.244, 8.217], [0.441, 1.470, 1.327], [-4.556, -0.403, -2.822], [4.752, 0.746, -5.520], [4.490, -4.354, -1.114], [-2.227, -4.082, 2.594], [-4.373, -3.710, 0.992], [4.543, 2.450, -3.427], [0.973, -4.984, 0.193], [0.453, 3.781, -4.122], [1.687, 1.108, -0.621], [-3.099, -6.449, 3.886], [4.856, 1.874, 6.017]],
  "forces_ev_per_angstrom": [[-0.095, 0.010, -0.058], [0.038, -0.099, -0.073], [-0.329, 0.060, -0.026], [0.101, 0.000, 0.045], [0.018, -0.004, -0.020], [0.191, -0.056, -0.004], [-0.013, -0.072, 0.092], [-0.003, 0.001, 0.003], [0.024, 0.257, 0.000], [-0.008, -0.006, -0.007], [0.000, 0.002, 0.004], [0.018, 0.011, 0.007], [0.005, -0.033, -0.009], [-0.136, 0.003, 0.102], [0.026, 0.004, -0.048], [-0.267, 0.146, -0.540], [0.016, 0.100, 0.066], [0.024, -0.024, 0.004], [0.002, -0.028, -0.006], [0.077, 0.258, -0.284], [-0.090, 0.086, 0.023], [0.013, 0.014, -0.024], [0.064, 0.366, -0.274], [-0.103, -0.241, 0.108], [-0.080, 0.044, 0.002], [-0.012, -0.008, -0.047], [-0.064, 0.185, -0.127], [0.062, 0.009, 0.022], [0.126, -0.057, -0.014], [0.147, -0.264, 0.382], [0.007, 0.006, -0.005], [-0.024, -0.094, 0.053], [0.148, 0.310, -0.046], [0.084, 0.034, -0.022], [0.222, -0.072, 0.263], [0.008, 0.012, -0.032], [0.210, -0.004, 0.126], [0.009, -0.039, 0.115], [0.067, 0.008, 0.021], [-0.020, -0.057, 0.039], [-0.040, 0.016, 0.029], [-0.165, -0.152, 0.125], [-0.418, -0.166, 0.374], [0.024, 0.035, -0.017], [0.007, -0.051, 0.003], [-0.002, -0.290, -0.104], [-0.024, 0.013, 0.048], [-0.014, -0.202, 0.159], [-0.018, 0.008, -0.006], [-0.091, -0.005, 0.016], [0.027, 0.086, -0.029], [0.148, -0.023, -0.247], [-0.031, -0.047, 0.042], [-0.008, 0.000, 0.002], [0.006, 0.003, 0.003], [-0.395, 0.261, -0.092], [-0.053, -0.103, 0.015], [0.910, -0.500, 0.088], [-0.007, 0.023, -0.015], [0.002, -0.022, -0.008], [-0.017, 0.010, -0.006], [0.097, 0.122, -0.056], [0.017, -0.032, -0.006], [0.018, -0.019, 0.031], [0.005, 0.009, 0.003], [-0.005, -0.326, 0.021], [-0.056, -0.026, -0.047], [0.030, -0.081, -0.014], [0.030, 0.032, -0.045], [0.344, 0.214, -0.470], [-0.089, -0.023, -0.025], [0.019, 0.038, -0.070], [-0.083, -0.408, 0.208], [-0.044, 0.052, -0.103], [0.004, -0.012, 0.007], [0.001, -0.005, 0.002], [-0.007, -0.047, 0.005], [-0.131, -0.673, 0.087], [-0.016, -0.013, 0.008], [0.128, 0.224, 0.152], [-0.016, -0.007, 0.004], [0.169, 0.057, -0.195], [-0.022, 0.046, 0.031], [0.005, 0.000, -0.003], [-0.228, 0.128, 0.154], [-0.097, 0.072, -0.034], [-0.021, -0.078, -0.018], [0.000, -0.003, -0.004], [-0.027, 0.512, 0.059], [-0.025, 0.022, 0.012], [0.002, -0.058, 0.057], [-0.126, 0.189, 0.057], [0.004, 0.065, 0.214], [-0.039, -0.004, 0.094], [-0.001, 0.033, 0.020], [-0.018, -0.058, -0.015], [-0.084, -0.004, -0.049], [0.002, 0.002, -0.007], [0.122, 0.058, -0.058], [-0.175, -0.056, -0.013], [0.000, -0.001, 0.002], [0.000, 0.068, -0.198], [0.005, 0.012, -0.017], [-0.023, -0.006, -0.011], [0.006, -0.015, -0.004], [0.028, 0.211, -0.057], [0.038, 0.016, -0.006], [-0.117, -0.174, 0.027], [0.082, 0.016, 0.015], [0.000, 0.026, 0.005], [-0.036, 0.192, 0.069], [0.026, 0.051, -0.010], [0.002, -0.002, 0.001]],
  "mulliken_charge": [-1.50, -1.09, 0.62, -0.35, 0.45, 0.06, 0.23, 0.39, -1.10, 0.38, 0.39, 0.44, 0.50, -0.90, -0.79, 0.66, 0.48, 0.47, 0.48, -1.34, -0.12, 0.40, 1.22, 0.29, -0.17, -0.36, -0.54, 0.35, -0.04, -0.41, 0.38, -0.25, 1.49, -0.23, -1.72, 0.61, -0.72, -0.37, -0.76, -0.42, -0.58, -1.04, -1.37, 0.46, 0.48, -0.28, -0.81, -0.24, 0.40, 0.37, -1.08, -0.90, -0.91, 0.37, 0.35, 0.69, 0.58, -0.30, 0.48, 0.45, 0.35, 1.28, -1.59, 0.49, 0.62, -1.67, -0.84, 0.05, 0.75, 1.48, 2.01, -0.83, 0.45, -1.55, 0.36, 0.36, 0.48, 1.27, 0.35, 0.42, 0.43, -0.33, -0.02, 0.36, -0.66, -1.20, -0.36, 0.38, 0.39, 0.53, 0.09, 0.27, 0.07, -0.35, 0.26, -0.90, -0.35, 0.37, -0.63, -0.53, 0.36, 0.42, -0.73, 0.37, 0.39, 0.81, 0.47, -1.07, 0.03, 0.48, 0.33, -0.48, 0.36]
}